1.
# C30H34ClN3O4

2 unconnected molecules or ions with the total composition C30H34ClN3O4 (ωB97M-V/def2-TZVPD, the OMol25 dataset).

```
72
Properties=species:S:1:pos:R:3
Cl -5.897 -1.991 5.211
O 2.706 3.648 -2.200
O 1.459 -2.416 3.296
O 6.008 -0.560 -1.245
O 3.120 -2.116 1.774
N -1.842 2.808 -1.537
N -4.719 -0.119 -1.513
N -0.247 -1.273 1.546
C -4.352 -1.514 -1.397
C 1.004 -1.104 1.367
C -0.647 3.673 -1.552
C 0.635 2.981 -1.127
C -2.207 -1.818 3.661
C -4.814 -2.404 2.771
C 3.710 -0.489 -2.087
C 4.501 0.993 -0.313
C -3.781 0.909 -1.509
C 1.637 5.346 -0.921
C -2.426 2.480 -2.706
C 2.171 1.063 -0.990
C -6.122 0.150 -1.741
C 6.391 -1.514 -2.258
C -3.735 -2.425 1.881
C -3.264 -1.859 4.585
C 4.748 -0.050 -1.240
C -3.405 1.513 -2.725
C 1.778 3.930 -1.445
C -1.412 -1.758 1.282
C 3.967 -2.932 2.609
C -4.574 -2.098 4.125
C 0.844 1.658 -0.828
C -3.209 1.346 -0.296
C 3.237 1.520 -0.192
C -2.263 2.346 -0.340
C 5.295 -3.153 1.915
C -2.457 -1.974 2.279
C 2.422 0.017 -1.909
C 1.871 -1.933 2.254
H 5.770 -2.421 -2.194
H -3.261 -1.618 -1.349
H 1.004 5.429 -0.027
H -0.560 4.074 -2.579
H 6.319 -1.084 -3.269
H -6.487 -0.401 -2.619
H 1.218 5.948 -1.742
H 2.641 5.719 -0.700
H -3.827 1.177 -3.664
H 0.021 1.009 -0.542
H 5.758 -2.209 1.605
H 7.428 -1.745 -2.024
H -5.826 -2.625 2.440
H -6.259 1.227 -1.898
H 5.329 1.370 0.283
H 3.456 -3.878 2.802
H 5.969 -3.666 2.609
H -0.850 4.541 -0.895
H 1.597 -0.377 -2.492
H -6.718 -0.162 -0.871
H 3.035 2.287 0.560
H -1.178 -1.715 4.008
H -4.796 -1.949 -0.494
H 3.921 -1.221 -2.869
H -4.734 -2.087 -2.255
H -1.807 2.780 0.553
H 1.538 -0.378 0.736
H 4.128 -2.415 3.560
H 5.203 -3.789 1.024
H -3.093 -1.695 5.646
H -3.856 -2.843 0.882
H -2.063 2.983 -3.606
H -3.497 0.907 0.648
H -1.657 -2.054 0.246
```

Calculated values
LUMO energy ... -1.63 eV
Molecular weight ... 536.1 g mol⁻¹
Electronic energy ... -2088.7379 a.u.
Orbital gap ... 0.0875 Eh
Maximum force ... 2.650 eV Å⁻¹
HOMO energy ... -0.14728 hartree

2.
# C30H34ClN3O6

4 unconnected molecules or ions with the total composition C30H34ClN3O6 (ωB97M-V/def2-TZVPD, the OMol25 dataset).

```
74
Properties=species:S:1:pos:R:3
Cl 0.584 5.877 -3.139
O -4.435 2.408 2.501
O -6.064 -3.099 6.301
O -1.310 3.558 -1.944
O -2.855 -1.397 3.297
O -1.993 -0.440 1.166
O -4.966 -5.594 2.185
N -0.855 0.579 -1.675
N 2.086 -0.616 -2.717
N -1.062 4.832 0.502
C 1.411 -3.075 -1.842
C -2.215 -0.398 2.630
C 3.655 4.469 -4.333
C 3.073 -2.674 0.382
C 6.264 5.706 -4.038
C -0.393 -0.849 -1.585
C -5.957 -6.468 2.693
C 1.055 4.078 -3.101
C 2.775 1.894 -3.506
C -5.151 -3.016 5.222
C -1.766 0.888 3.600
C 2.494 3.524 -3.660
C 4.307 -3.438 -2.105
C 5.000 4.797 -3.451
C 4.804 6.028 -6.463
C 6.172 6.328 -5.557
C 0.259 1.375 -2.295
C -1.464 -1.922 -0.879
C 5.870 -2.925 0.310
C -5.680 2.044 3.069
C 5.771 -3.359 -1.302
C 1.694 0.830 -2.834
C -1.064 4.058 -0.552
C 2.969 -3.065 -1.234
C 3.543 5.105 -5.869
C -0.194 0.812 4.081
C 1.036 -1.466 -2.059
C 4.511 -2.596 1.173
C -0.015 3.017 -2.455
C -1.392 -1.726 0.748
H -6.100 1.200 2.517
H -5.524 1.753 4.111
H 0.323 1.802 3.659
H -5.902 -6.487 3.784
H -0.062 0.893 5.265
H -5.359 -2.117 4.636
H 3.825 1.457 -3.869
H 4.250 -3.748 -3.235
H 7.206 5.887 -3.331
H -4.135 -2.962 5.619
H 6.806 -3.615 -1.839
H -1.890 -2.669 1.232
H 6.924 -2.846 0.863
H 7.091 6.964 -5.969
H -1.930 1.929 3.058
H -6.945 -6.125 2.374
H 4.761 6.502 -7.537
H -2.410 0.925 4.604
H 2.082 -2.426 0.979
H -5.779 -7.473 2.304
H 2.596 4.891 -6.549
H -6.362 2.896 3.029
H -1.327 -3.021 -1.256
H -5.150 -4.711 2.547
H -0.242 -1.657 1.059
H -5.248 -3.904 4.592
H 0.367 -0.167 3.755
H 4.472 -2.315 2.318
H -2.540 -1.548 -1.233
H 0.762 -3.597 -1.020
H -6.957 -3.145 5.917
H -4.605 2.660 1.578
H 1.405 -3.668 -2.878
H 5.095 4.358 -2.350
```

Calculated values
LUMO energy ... -1.72 eV
SMILES ... CCC(=O)OCCc1nc2c(OC#N)c(Cl)c(-c3ccccc3)cc2nc1Cc1ccccc1.CO.CO.CO
Molecular weight ... 568.1 g mol⁻¹
Electronic energy ... -2238.1800 a.u.
Orbital gap ... 0.2512 Eh
Maximum force ... 11.644 eV Å⁻¹
HOMO energy ... -0.31420 hartree

3.
# C30H34F6N6O3STi

A molecular structure, C30H34F6N6O3STi (ωB97M-V/def2-TZVPD, the OMol25 dataset).

```
81
Properties=species:S:1:pos:R:3
Ti -0.548 0.331 0.959
S 2.605 1.790 -0.193
F -2.731 1.835 3.493
F -3.566 3.791 3.095
F -3.713 2.228 1.615
F -1.283 5.131 3.352
F 0.466 4.298 2.421
F -0.489 3.243 4.051
O 1.247 0.347 1.986
O -2.262 -0.093 0.608
O -0.829 2.131 1.499
N -3.612 2.200 -1.546
N 2.007 1.385 2.369
N 0.072 -0.760 -0.539
N -2.919 -1.001 -0.206
N -1.057 -0.521 2.899
N -4.361 -1.861 -3.153
C -0.202 -0.516 -5.531
C -0.201 0.140 -4.175
C 2.717 2.110 1.440
C -0.385 1.509 -4.049
C 1.422 -4.714 -1.583
C 2.860 2.588 4.231
C -3.528 1.048 -1.428
C 0.608 -2.538 1.031
C -0.720 3.979 2.942
C -0.642 3.574 -2.632
C 1.114 -3.971 1.224
C 2.410 -3.765 -0.896
C 1.930 -2.321 -1.052
C -2.908 2.765 2.519
C 3.540 3.135 2.000
C -3.949 -1.172 -2.318
C -0.270 1.288 -1.678
C 0.148 -4.947 0.554
C -0.423 2.099 -2.789
C -0.060 -0.096 -1.758
C -1.873 4.162 0.729
C -0.479 -3.158 -1.080
C 2.074 1.612 3.704
C 0.041 -4.593 -0.930
C -1.571 3.222 1.888
C 3.614 3.374 3.337
C 0.519 -2.156 -0.458
C 2.500 -4.111 0.592
C -0.036 -0.649 -3.044
C -3.451 -0.345 -1.287
H -0.253 1.819 -0.722
H 1.934 -2.038 -2.104
H 2.866 -5.135 0.723
H -0.664 -2.951 -2.131
H 3.398 -3.868 -1.354
H -1.065 -1.177 -5.637
H 0.128 -1.703 -3.198
H -0.401 -2.465 1.456
H 2.598 -1.624 -0.537
H 1.783 -5.747 -1.510
H 0.506 -5.975 0.680
H 1.452 0.950 4.284
H 3.210 -3.441 1.088
H 4.251 4.167 3.709
H 0.061 3.993 -1.907
H -0.926 4.445 0.273
H -1.953 -0.992 2.852
H 2.878 2.744 5.299
H -0.658 -5.275 -1.421
H -2.399 5.056 1.062
H -1.660 3.764 -2.283
H 1.176 -4.185 2.297
H -1.151 0.287 3.507
H -2.481 3.634 -0.005
H 4.107 3.717 1.288
H 0.697 -1.119 -5.682
H -0.249 0.228 -6.327
H -0.341 -1.130 3.272
H -0.840 -4.884 1.021
H -0.505 2.121 -4.937
H -1.443 -3.030 -0.581
H 1.270 -1.837 1.545
H -0.502 4.091 -3.582
H 1.351 -4.470 -2.648
```

Calculated values
LUMO energy (alpha / beta) ... 1.88 / 1.88 eV
Molecular weight ... 720.6 g mol⁻¹
Total charge ... -1
Electronic energy ... -3564.8330 a.u.
2S+1 ... 2
Orbital gap (alpha / beta) ... 0.1788 / 0.2453 Eh
Maximum force ... 0.326 eV Å⁻¹
HOMO energy (alpha / beta) ... -0.10972 / -0.17628 hartree

4.
# C30H34N2O4

2 unconnected molecules or ions with the total composition C30H34N2O4 (ωB97M-V/def2-TZVPD, the OMol25 dataset).

```
70
Properties=species:S:1:pos:R:3
O 0.490 2.835 -2.669
O 0.968 0.334 0.319
O 0.549 0.665 -1.810
O 0.974 4.469 -1.214
N -4.582 -0.607 3.573
N 5.095 -0.902 3.763
C 1.563 0.052 3.759
C -3.380 0.012 3.397
C 2.712 -0.653 4.018
C -2.107 4.922 -0.787
C -1.591 1.498 -2.667
C -0.080 1.517 -2.792
C -4.514 5.174 -0.658
C -3.269 5.655 -1.070
C -5.542 -0.100 4.532
C 2.840 1.732 2.533
C -4.617 3.934 -0.014
C -1.216 0.075 2.331
C -0.976 3.023 0.528
C -0.893 1.285 2.998
C 0.013 2.462 -0.329
C -2.449 -0.514 2.462
C -1.847 1.846 3.885
C 6.355 -0.519 3.168
C 3.996 1.031 2.793
C -3.046 1.203 4.110
C 5.052 -2.172 4.457
C -3.463 3.221 0.304
C 0.329 0.941 -4.144
C -2.213 3.738 -0.061
C 0.369 1.912 2.649
C 0.501 1.101 -0.508
C 0.536 3.344 -1.390
C 3.964 -0.184 3.541
C -4.981 -1.772 2.797
C 1.570 1.241 2.966
H -6.382 -0.803 4.581
H 4.485 -2.093 5.392
H -4.912 -1.568 1.720
H -5.917 0.891 4.224
H 2.872 2.639 1.922
H 2.646 -1.596 4.560
H -3.509 2.281 0.864
H 0.078 -0.124 -4.171
H -3.177 6.601 -1.603
H -1.121 5.279 -1.091
H -6.023 -2.001 3.051
H 7.125 -1.190 3.558
H -1.611 2.777 4.402
H -1.382 2.192 1.103
H -0.495 -0.352 1.639
H 0.443 2.993 2.533
H -1.950 0.467 -2.789
H 6.606 0.521 3.415
H 4.946 1.387 2.392
H 1.403 1.076 -4.289
H -2.021 2.115 -3.466
H -5.087 0.013 5.531
H -0.214 1.467 -4.931
H 0.614 -0.325 4.140
H -5.411 5.771 -0.817
H -3.754 1.611 4.835
H -1.938 1.882 -1.699
H -2.698 -1.383 1.851
H -4.358 -2.656 3.010
H 4.571 -2.945 3.841
H 6.078 -2.474 4.676
H -0.452 3.771 1.146
H 6.315 -0.604 2.072
H -5.582 3.514 0.262
```

Calculated values
LUMO energy ... -1.56 eV
Molecular weight ... 486.6 g mol⁻¹
Electronic energy ... -1573.9237 a.u.
Orbital gap ... 0.1649 Eh
Maximum force ... 4.095 eV Å⁻¹
HOMO energy ... -0.22229 hartree

5.
# C30H34NO2PtS3

A molecular structure, C30H34NO2PtS3 (ωB97M-V/def2-TZVPD, the OMol25 dataset).

```
71
Properties=species:S:1:pos:R:3
Pt 0.673 1.089 0.094
S -0.210 3.153 -0.187
S -2.248 0.106 -1.473
S 1.517 -2.106 0.337
O -0.734 0.075 -1.564
O 1.903 -0.651 0.043
N 1.313 1.285 1.945
C 1.109 4.292 0.244
C -4.621 -1.055 -4.511
C 0.871 2.947 3.688
C -2.756 -1.298 -0.448
C 1.324 -2.865 -1.251
C 1.273 -4.255 -1.287
C -4.185 -0.589 -3.282
C -1.445 3.685 0.999
C 2.716 1.331 2.164
C 3.601 1.784 1.196
C 4.972 1.760 1.424
C 4.590 0.864 3.607
C -2.339 -1.322 -5.233
C -2.818 -0.512 -3.041
C 0.011 3.500 4.626
C 3.226 0.864 3.373
C -1.963 -2.594 -0.676
C 1.277 -2.758 -3.630
C -1.275 3.004 4.788
C 1.170 -4.141 -3.683
C -1.887 -0.858 -4.004
C -1.198 -3.018 0.579
C 5.475 1.308 2.631
C -1.689 1.933 4.007
C -3.698 -1.424 -5.483
C 1.349 -2.105 -2.408
C -0.171 -1.975 0.992
C -0.827 1.367 3.079
C 0.461 1.872 2.897
C 1.171 -4.892 -2.515
H -2.336 3.080 0.856
H 0.742 5.309 0.114
H -1.903 -3.137 1.405
H -5.681 -1.123 -4.713
H -1.084 3.595 2.019
H -4.045 -1.782 -6.443
H 1.332 -4.834 -0.374
H 3.216 2.136 0.247
H -1.626 -1.599 -5.997
H -4.903 -0.283 -2.532
H -1.265 -2.464 -1.506
H 1.121 -5.971 -2.559
H -0.744 -3.998 0.431
H -0.833 -0.763 -3.786
H 1.113 -4.640 -4.641
H -2.651 -3.387 -0.966
H 1.433 -1.030 -2.349
H -0.011 -1.919 2.068
H 2.539 0.507 4.132
H 6.540 1.297 2.812
H -1.663 4.724 0.751
H 1.312 -2.184 -4.546
H -1.145 0.521 2.481
H 5.645 2.108 0.650
H -0.473 -0.982 0.647
H 1.876 3.338 3.575
H -1.941 3.438 5.520
H 1.420 4.124 1.273
H -3.818 -1.413 -0.662
H 4.966 0.502 4.555
H 1.937 4.112 -0.435
H -2.684 1.526 4.131
H 0.352 4.329 5.233
H -2.675 -0.936 0.580
```

Calculated values
LUMO energy (alpha / beta) ... -2.70 / -2.70 eV
Molecular weight ... 731.9 g mol⁻¹
Total charge ... +1
Electronic energy ... -2682.4314 a.u.
Orbital gap (alpha / beta) ... 0.2538 / 0.2538 Eh
Maximum force ... 1.029 eV Å⁻¹
HOMO energy (alpha / beta) ... -0.35312 / -0.35313 hartree

6.
# C30H35AuN3O4PS3Te

A molecular structure, C30H35AuN3O4PS3Te (ωB97M-V/def2-TZVPD, the OMol25 dataset).

```
78
Properties=species:S:1:pos:R:3
Au 1.778 0.825 0.891
Te 4.037 -0.689 1.131
S 3.686 -0.596 3.529
S 0.337 -0.242 2.553
S -4.336 -0.854 -1.804
P 1.665 -0.705 3.958
O 1.311 -2.108 4.628
O 1.871 -0.144 -5.981
O 2.415 2.964 -0.148
O 1.662 0.242 5.223
N -6.981 1.981 0.597
N -0.107 0.571 -0.915
N 1.920 0.931 -3.594
C 0.503 3.529 -3.213
C -6.105 1.229 -1.502
C 2.928 -2.208 -5.221
C 1.954 -3.618 2.773
C -0.166 4.655 -2.875
C -0.428 -3.497 3.627
C -2.454 1.038 -0.983
C 0.713 0.284 6.328
C 1.095 -0.744 7.375
C 2.457 -0.366 -3.737
C -0.728 0.171 5.874
C -6.254 1.040 1.199
C 3.478 -2.368 -2.884
C 3.461 -2.921 -4.150
C -5.355 0.257 -0.861
C -2.719 -0.254 -1.422
C 1.845 -0.647 -7.308
C 0.883 4.678 -0.678
C 2.040 1.700 -2.527
C 1.630 3.480 -0.982
C -1.139 1.395 -0.739
C -1.647 -1.121 -1.609
C 2.427 -0.934 -5.016
C 0.039 5.231 -1.582
C -6.903 2.062 -0.727
C 1.047 -3.380 3.964
C 2.969 -1.092 -2.677
C -5.433 0.153 0.520
C -0.369 -0.662 -1.346
C 1.413 2.913 -2.303
H 3.875 -2.918 -2.041
H -0.936 -0.820 5.470
H -1.380 0.334 6.734
H 0.880 1.281 6.735
H -0.852 5.123 -3.568
H 2.949 -0.682 -1.672
H -0.656 -4.535 3.378
H -0.688 -2.867 2.777
H -6.333 0.989 2.279
H -7.502 2.834 -1.197
H 1.038 5.113 0.301
H -6.066 1.339 -2.578
H 1.402 0.133 -7.919
H -3.248 1.755 -0.824
H 2.854 -0.859 -7.666
H 1.236 -1.551 -7.374
H 2.678 1.333 -1.730
H 1.287 -4.102 4.745
H 3.854 -3.915 -4.319
H 2.911 -2.652 -6.206
H 0.547 -0.536 8.296
H 3.003 -3.509 3.046
H -0.898 2.396 -0.395
H 0.342 3.088 -4.192
H 1.794 -4.634 2.407
H -0.499 6.136 -1.325
H -0.959 0.913 5.111
H -4.864 -0.597 1.054
H 1.738 -2.921 1.962
H 0.485 -1.321 -1.466
H 0.857 -1.753 7.043
H 1.392 1.261 -4.390
H 2.162 -0.686 7.589
H -1.039 -3.210 4.483
H -1.804 -2.141 -1.936
```

Calculated values
LUMO energy ... -0.57 eV
Molecular weight ... 953.4 g mol⁻¹
Electronic energy ... -3569.1153 a.u.
Orbital gap ... 0.2226 Eh
Maximum force ... 0.575 eV Å⁻¹
HOMO energy ... -0.24362 hartree